Entry 1:
221
Properties=species:S:1:pos:R:3:lowdin_charge:R:1 method="wB97M-V/def2-TZVPD" charge=0 e_tot_ha=-8482.20372 lumo_energy_ev=0.209 orbital_gap_ev=8.56 e_homo_ev=-8.3473
O -4.08680 1.73708 -1.82411 -0.291
P -4.27308 0.47452 -1.08892 0.463
N -3.37610 0.48060 0.27120 -0.263
C -2.36440 1.49841 0.62677 -0.059
C -3.34317 -0.67853 1.14570 -0.098
N -4.09776 -0.71644 -2.20341 -0.280
C -4.33935 -2.12939 -1.88124 -0.104
C -3.56636 -0.40716 -3.56119 -0.094
N -5.74328 0.14269 -0.46609 -0.291
C -6.10237 0.81343 0.73242 -0.109
C -6.84992 -0.30887 -1.19118 -0.110
H -2.51963 2.39354 0.06318 0.061
H -1.36168 1.09172 0.44641 0.060
H -2.49870 1.78596 1.66199 0.067
H -2.72291 -1.50226 0.70059 0.082
H -4.33770 -1.12561 1.21998 0.075
H -2.93095 -0.43503 2.10572 0.053
H -3.57552 -2.79961 -2.37433 0.082
H -4.23195 -2.27038 -0.80396 0.065
H -5.34703 -2.43530 -2.25601 0.080
H -2.99163 -1.31585 -3.91352 0.097
H -4.37968 -0.23220 -4.24780 0.058
H -3.03215 0.60133 -3.54499 0.066
H -5.76181 1.82342 0.83395 0.086
H -7.13995 0.79842 0.82761 0.068
H -5.70455 0.38118 1.62384 0.065
H -6.57414 -0.94681 -1.99743 0.052
H -7.30471 0.51323 -1.70811 0.086
H -7.56569 -0.80496 -0.55077 0.097
O -1.90748 -0.54358 4.24340 -0.284
P -1.26157 0.69211 4.74492 0.451
N -1.00801 0.55283 6.36394 -0.287
C -0.47757 -0.67344 6.87129 -0.115
C -1.44539 1.45439 7.42104 -0.099
N -2.15783 2.01537 4.55849 -0.295
C -3.57561 1.95297 4.76791 -0.096
C -1.59817 3.19824 3.91086 -0.102
N 0.14492 0.92688 3.95691 -0.280
C 0.41348 0.17247 2.70869 -0.050
C 1.16466 1.77150 4.57079 -0.085
H -1.19434 -1.09955 7.54247 0.076
H 0.43337 -0.48147 7.46611 0.094
H -0.15801 -1.35994 6.05867 0.067
H -1.67048 2.42982 6.98456 0.075
H -0.65441 1.60194 8.16455 0.081
H -2.26736 1.10808 8.06291 0.085
H -3.82014 0.94924 5.15846 0.094
H -3.95128 2.66852 5.50836 0.088
H -4.11789 2.11535 3.90534 0.050
H -0.61302 3.09026 3.39314 0.079
H -2.22350 3.50780 3.05550 0.063
H -1.64224 4.06777 4.61984 0.101
H 0.92414 -0.79340 2.83812 0.071
H -0.49798 0.05876 2.24369 0.027
H 1.02234 0.87160 2.14686 0.079
H 1.92726 2.06102 3.83015 0.064
H 1.67238 1.18558 5.36801 0.082
H 0.67605 2.61076 5.09058 0.082
O 0.91932 3.53428 -2.79572 -0.286
P 1.50439 3.31181 -4.13786 0.524
N 0.74753 2.08642 -5.00906 -0.296
C 1.50781 1.21428 -5.87902 -0.092
C -0.68556 1.86118 -4.90291 -0.118
N 3.07676 2.77901 -3.93671 -0.317
C 3.31187 1.66027 -3.05990 -0.117
C 4.18055 3.18616 -4.77018 -0.105
N 1.46119 4.62142 -5.09087 -0.285
C 1.78272 5.89442 -4.44631 -0.074
C 1.00493 4.71159 -6.42253 -0.111
H 2.54996 1.04468 -5.54214 0.070
H 1.61575 1.65119 -6.87158 0.076
H 1.03643 0.24677 -5.93612 0.084
H -1.24466 2.10818 -5.82970 0.095
H -1.01409 2.42937 -4.08794 0.041
H -0.98767 0.82128 -4.61779 0.075
H 4.25916 1.87619 -2.46957 0.117
H 2.51719 1.60809 -2.31700 0.047
H 3.27066 0.67901 -3.50513 0.078
H 5.03834 3.51251 -4.12880 0.093
H 4.56367 2.27435 -5.25385 0.083
H 3.88456 4.00956 -5.41509 0.073
H 1.46074 5.89840 -3.39621 0.085
H 2.78392 6.16429 -4.48696 0.055
H 1.31198 6.71695 -4.95116 0.081
H 0.22513 5.44722 -6.56324 0.077
H 0.58072 3.74561 -6.70938 0.074
H 1.72447 5.01368 -7.16027 0.080
O -6.27561 6.27337 -5.02588 -0.285
P -5.20014 5.27721 -5.08684 0.443
N -3.91164 5.85465 -4.28893 -0.321
C -3.98616 7.08099 -3.50084 -0.077
C -2.99475 4.87969 -3.79762 -0.131
N -4.59635 4.98324 -6.57755 -0.309
C -3.39813 5.68725 -7.07779 -0.072
C -5.42531 4.37903 -7.56004 -0.150
N -5.79080 3.76303 -4.66937 -0.287
C -6.54729 3.75520 -3.38694 -0.084
C -5.27090 2.48334 -5.07861 -0.120
H -3.05829 7.61693 -3.62503 0.074
H -4.03313 6.82976 -2.42606 0.091
H -4.78672 7.64751 -3.91533 0.063
H -3.33300 4.34670 -2.88105 0.092
H -2.05378 5.39746 -3.57619 0.085
H -2.73310 4.13443 -4.54346 0.061
H -3.10862 5.15766 -8.02220 0.092
H -3.65003 6.66838 -7.40833 0.068
H -2.61091 5.63653 -6.27459 0.075
H -5.77347 5.10112 -8.30988 0.092
H -5.05053 3.56885 -8.14630 0.072
H -6.32711 4.03276 -7.08858 0.076
H -7.62113 3.47298 -3.50371 0.092
H -6.05646 3.09385 -2.70368 0.041
H -6.52076 4.77807 -3.00517 0.070
H -4.65318 2.02347 -4.26321 0.057
H -4.71286 2.65749 -5.99441 0.060
H -6.12970 1.82842 -5.30015 0.093
O 3.38495 -2.24579 -1.73166 -0.301
S 2.49916 -1.59976 -0.74600 0.589
O 3.03777 -0.51365 0.06392 -0.316
O 1.32936 -1.04254 -1.61057 -0.249
C 0.30510 -0.25398 -0.99876 -0.260
C -0.34031 0.46741 -2.11275 -0.072
C 1.73867 -2.73388 0.40115 -0.096
H 0.71155 0.44513 -0.22950 0.106
H -0.46150 -0.94646 -0.46750 0.145
H 0.32542 0.80069 -2.89885 0.056
H -0.94864 1.28634 -1.79046 0.078
H -0.95962 -0.19963 -2.64883 0.054
H 2.51403 -3.17807 1.03828 0.047
H 1.04585 -3.45173 -0.08951 0.056
H 1.13024 -2.06793 1.09118 0.073
O -2.85274 -4.56765 1.89021 -0.286
S -1.90666 -4.35645 2.92564 0.512
O -1.12121 -3.17896 2.80682 -0.260
O -2.69550 -4.36136 4.28072 -0.265
C -2.94744 -3.13318 5.06765 -0.213
C -3.15485 -3.65278 6.47092 -0.066
C -0.96164 -5.76004 3.10458 -0.134
H -3.74902 -2.69810 4.50247 0.123
H -2.07957 -2.49574 5.04978 0.059
H -2.33286 -4.18237 6.93487 0.078
H -3.99363 -4.34404 6.50015 0.070
H -3.55123 -2.74079 7.03113 0.105
H -0.32305 -5.95090 2.25143 0.043
H -1.60218 -6.61773 3.34735 0.095
H -0.29798 -5.61972 3.95537 0.074
O 9.66457 -4.65869 2.73209 -0.273
S 9.21239 -3.36080 2.35602 0.575
O 9.93378 -2.78195 1.27977 -0.264
O 7.61782 -3.46733 2.02858 -0.280
C 7.11569 -2.91069 0.83458 -0.248
C 7.46710 -3.88945 -0.29552 -0.039
C 9.09964 -2.27885 3.72551 -0.115
H 7.53583 -1.89285 0.67669 0.136
H 6.04605 -2.97939 1.00736 0.094
H 7.10767 -3.48169 -1.17894 0.059
H 7.00166 -4.83693 -0.11736 0.078
H 8.50942 -4.00008 -0.34283 0.053
H 10.03397 -2.59081 4.24929 0.085
H 8.17139 -2.37744 4.28770 0.059
H 9.29793 -1.24322 3.47643 0.075
O 2.73138 5.73847 0.82358 -0.286
S 2.44391 4.37733 1.19886 0.604
O 2.99001 3.84816 2.42222 -0.311
O 0.85405 4.25233 1.31302 -0.261
C 0.18305 4.69610 0.08790 -0.248
C -1.23710 5.12986 0.44487 -0.038
C 3.00169 3.20640 -0.16337 -0.076
H 0.15847 3.88785 -0.62160 0.080
H 0.74022 5.51017 -0.34832 0.103
H -1.89499 5.26084 -0.44152 0.089
H -1.23579 6.05955 1.00721 0.085
H -1.60971 4.33545 1.03600 0.023
H 4.04542 3.50067 -0.12397 0.067
H 2.47355 3.50194 -1.06809 0.024
H 2.77510 2.14552 0.05382 0.058
O -0.57405 -5.74891 0.13649 -0.282
S -1.40856 -5.03381 -0.79596 0.587
O -1.40772 -3.60751 -0.59790 -0.289
O -1.03568 -5.39827 -2.33540 -0.270
C 0.30090 -5.17172 -2.73959 -0.280
C 0.67966 -6.29984 -3.67615 -0.052
C -3.01224 -5.63959 -0.91247 -0.126
H 0.94175 -5.10205 -1.87449 0.104
H 0.23965 -4.20366 -3.23470 0.127
H -0.07027 -6.42509 -4.40709 0.057
H 0.58879 -7.26252 -3.11581 0.099
H 1.67329 -6.08308 -4.12794 0.099
H -3.53896 -5.39967 -1.89937 0.117
H -3.53495 -5.32101 -0.04939 0.035
H -2.87002 -6.70671 -0.76329 0.081
O 5.85815 -1.42202 4.50018 -0.296
S 4.59455 -1.22287 3.78073 0.616
O 4.32519 -2.14954 2.68095 -0.310
O 3.42150 -1.14405 4.85746 -0.257
C 2.33182 -2.12548 4.77961 -0.223
C 2.60095 -3.41374 5.65288 -0.022
C 4.58193 0.43860 3.15513 -0.113
H 2.33070 -2.49739 3.76163 0.078
H 1.39062 -1.60244 5.03201 0.086
H 3.39450 -3.91416 5.02912 0.073
H 1.65723 -3.98482 5.73018 0.081
H 3.05632 -3.15193 6.61458 0.081
H 4.95590 1.13723 3.94795 0.098
H 3.59773 0.74013 2.74884 0.058
H 5.34815 0.35699 2.35469 0.084
O 5.22240 -6.26435 4.70504 -0.301
S 5.77856 -7.01621 3.58202 0.589
O 5.39677 -8.37394 3.44570 -0.263
O 5.23569 -6.35370 2.22083 -0.273
C 4.30409 -5.21708 2.31301 -0.230
C 2.92271 -5.83752 2.50047 -0.060
C 7.49425 -6.77587 3.42726 -0.129
H 4.36202 -4.63028 1.38483 0.105
H 4.63836 -4.52946 3.17161 0.110
H 2.74982 -6.56242 1.76972 0.067
H 2.10759 -5.13276 2.48854 0.059
H 2.89271 -6.40433 3.40614 0.071
H 7.81457 -6.88679 2.42509 0.060
H 7.96660 -7.66271 3.89192 0.089
H 7.92910 -5.85703 3.83458 0.065



Entry 2:
210
Properties=species:S:1:pos:R:3:lowdin_charge:R:1 method="wB97M-V/def2-TZVPD" charge=0 e_tot_ha=-3679.16009 lumo_energy_ev=0.071 orbital_gap_ev=9.34 e_homo_ev=-9.2663
C -2.34859 -3.60705 3.63062 -0.156
O -2.60311 -4.34198 4.77463 -0.100
H -1.50975 -3.88381 2.99199 0.056
H -3.30606 -3.50194 3.12040 0.088
H -2.09354 -2.59981 3.96003 0.088
H -2.72275 -5.25727 4.51095 0.098
C 2.45026 -6.76430 -0.12549 -0.184
O 3.77837 -6.76233 -0.55847 -0.118
H 2.53049 -7.12180 0.90109 0.075
H 2.02572 -5.76037 -0.12385 0.070
H 1.84516 -7.49434 -0.66307 0.078
H 3.91430 -7.68830 -0.77226 0.078
C 0.71294 -6.35352 4.40982 -0.140
O 0.00374 -6.29343 3.20919 -0.122
H 1.64758 -5.80696 4.28406 0.071
H 0.15169 -5.81284 5.17190 0.080
H 0.84647 -7.35030 4.83016 0.087
H -0.90852 -6.54889 3.36451 0.074
C -0.00996 0.60267 0.10264 -0.052
C 0.41907 -0.57516 0.95806 -0.303
O -0.76213 -1.15342 1.34740 -0.098
H 0.81471 1.30604 -0.01270 0.055
H -0.80041 1.25360 0.47625 0.065
H -0.47564 0.36548 -0.85391 0.068
H 0.84080 -0.29113 1.92220 0.098
H 1.02975 -1.29031 0.40693 0.118
H -0.48873 -2.01825 1.66191 0.069
C -0.15983 5.30794 -5.72736 -0.076
C -1.02307 4.10149 -5.43617 -0.328
O -2.28025 4.43888 -5.94055 -0.080
H -0.52850 6.27353 -5.38122 0.076
H -0.10650 5.33788 -6.81564 0.080
H 0.87374 5.13396 -5.42808 0.055
H -1.07901 3.82896 -4.38227 0.089
H -0.71263 3.26545 -6.06288 0.110
H -2.74633 5.04985 -5.36515 0.090
C 3.67249 7.36276 1.12291 -0.070
C 3.17250 6.75094 -0.20008 -0.303
O 4.28954 6.12479 -0.75662 -0.086
H 4.51484 8.03449 0.95766 0.074
H 4.01314 6.55812 1.77453 0.066
H 2.86459 7.95537 1.55211 0.066
H 2.70823 7.50198 -0.83921 0.116
H 2.43372 5.97696 0.00789 0.099
H 4.95656 6.79833 -0.90836 0.100
C -2.99139 -1.51446 6.90584 -0.073
C -2.45946 -2.70202 7.62896 -0.303
O -1.33880 -3.14825 6.91090 -0.098
H -3.24759 -1.79095 5.88309 0.067
H -2.26464 -0.70835 6.80516 0.077
H -3.84097 -1.12015 7.46335 0.081
H -3.18088 -3.48060 7.87688 0.117
H -2.09937 -2.43431 8.62232 0.118
H -1.68719 -3.65887 6.17640 0.045
C -4.29174 1.47418 -2.16064 -0.056
C -3.10332 2.39724 -1.75870 -0.253
O -2.19483 2.24572 -2.84258 -0.117
H -4.85441 1.96908 -2.95221 0.072
H -4.95944 1.26402 -1.32511 0.058
H -4.05913 0.46183 -2.49099 0.057
H -2.65247 2.19003 -0.78819 0.094
H -3.41070 3.44178 -1.70816 0.098
H -1.40422 2.74316 -2.62103 0.024
C 3.17836 2.41133 1.46561 -0.063
C 4.17287 1.26753 1.69818 -0.269
O 5.37305 1.60006 1.00777 -0.080
H 3.58145 3.34821 1.85018 0.060
H 2.16826 2.30789 1.86197 0.070
H 2.99720 2.48360 0.39320 0.067
H 3.77478 0.32124 1.33190 0.095
H 4.32770 1.09297 2.76292 0.112
H 5.78278 2.28748 1.53803 0.103
C -0.17721 -5.89863 -3.13060 -0.087
C -0.07591 -5.64659 -4.62814 -0.319
O -1.30504 -5.16979 -5.11618 -0.076
H -1.00253 -6.58080 -2.92668 0.066
H -0.22970 -4.94331 -2.60839 0.058
H 0.72260 -6.41265 -2.79261 0.055
H 0.17830 -6.60872 -5.07287 0.109
H 0.74084 -4.95507 -4.83511 0.098
H -1.53322 -4.33224 -4.70625 0.018
C -1.32914 2.22129 3.97937 -0.073
C -2.81798 2.26833 3.68819 -0.317
O -3.33364 0.96810 3.80019 -0.080
H -0.75904 1.51585 3.37486 0.065
H -1.08575 1.85246 4.97578 0.066
H -0.91856 3.23034 3.94263 0.056
H -2.96240 2.62845 2.66959 0.086
H -3.42398 2.89133 4.34601 0.114
H -3.49255 0.62956 2.91603 0.040
C -1.46446 -2.19743 -2.01450 -0.052
C -2.57657 -2.75925 -2.90090 -0.305
O -2.11293 -2.77587 -4.18340 -0.087
H -1.17059 -1.20458 -2.35508 0.064
H -0.60570 -2.84212 -1.82740 0.068
H -1.79200 -1.96996 -1.00007 0.045
H -3.46535 -2.12823 -2.90144 0.110
H -2.83082 -3.79257 -2.66488 0.113
H -2.17232 -1.84621 -4.41535 0.054
C 3.15487 -2.26108 2.53329 -0.049
C 2.34366 -3.56068 2.75904 -0.331
O 0.99733 -3.37022 2.59611 -0.073
H 3.08966 -1.61683 3.41009 0.061
H 2.83190 -1.71229 1.64863 0.043
H 4.20408 -2.53908 2.43342 0.081
H 2.62098 -3.99875 3.71784 0.099
H 2.59525 -4.34718 2.04756 0.107
H 0.64121 -4.25841 2.67295 0.048
C 2.72620 2.99087 -4.07432 -0.099
C 3.33554 4.14383 -3.39132 -0.297
O 3.01896 3.92981 -2.02439 -0.107
H 2.80404 3.04159 -5.16035 0.084
H 1.64482 2.91468 -3.96066 0.054
H 3.11688 2.02619 -3.75052 0.085
H 2.91004 5.10199 -3.68963 0.109
H 4.41774 4.20117 -3.50819 0.121
H 3.59878 4.48976 -1.50298 0.040
C -2.60427 -5.29693 0.68484 -0.070
C -2.29858 -6.46923 -0.21832 -0.351
O -2.94432 -7.61301 0.24238 -0.054
H -2.08872 -5.44448 1.63380 0.043
H -3.68463 -5.15916 0.72905 0.088
H -2.22011 -4.38870 0.22047 0.069
H -1.21245 -6.54094 -0.16098 0.102
H -2.55555 -6.27364 -1.25938 0.101
H -2.84226 -8.34268 -0.37306 0.089
C 0.72244 -0.49946 5.24484 -0.097
C 1.36189 -1.65517 5.88802 -0.355
O 0.89308 -1.86689 7.19337 -0.070
H -0.35891 -0.63446 5.22118 0.067
H 1.06115 -0.28430 4.23139 0.057
H 0.93918 0.37784 5.85432 0.084
H 2.42706 -1.42850 5.93421 0.112
H 1.15747 -2.52413 5.26254 0.099
H 0.05704 -2.33150 7.11112 0.007
C 3.74771 -3.56917 -2.07894 -0.056
C 4.48699 -4.17947 -3.32203 -0.283
O 3.50400 -4.88034 -4.11032 -0.097
H 2.93224 -4.26463 -1.88033 0.050
H 3.36893 -2.63848 -2.50136 0.048
H 4.29077 -3.40963 -1.14742 0.062
H 5.34702 -4.81803 -3.12033 0.107
H 4.87015 -3.40805 -3.99001 0.085
H 3.57280 -5.77982 -3.78198 0.071
C -5.54410 4.55517 2.02152 -0.083
C -5.97076 5.14722 0.69687 -0.346
O -6.99132 6.09487 0.73810 -0.068
H -4.69895 3.89765 1.81784 0.049
H -6.22248 3.90332 2.57197 0.076
H -5.20980 5.33010 2.71133 0.077
H -6.26147 4.37879 -0.01944 0.110
H -5.12395 5.68862 0.27508 0.105
H -7.86154 5.68991 0.75591 0.086
C 6.48802 -1.42000 -2.58257 -0.066
C 6.08456 -0.81240 -1.19912 -0.291
O 5.46028 0.42937 -1.44409 -0.105
H 6.93326 -2.41491 -2.58447 0.067
H 7.12301 -0.78032 -3.19550 0.073
H 5.59735 -1.57965 -3.19029 0.040
H 6.94739 -0.54030 -0.59117 0.110
H 5.30537 -1.37768 -0.68783 0.088
H 5.44732 0.86641 -0.58944 0.012
C -1.02338 5.09024 1.55353 -0.068
C -1.32695 5.68159 0.22393 -0.307
O -0.16831 5.76978 -0.60566 -0.074
H -0.04143 5.45130 1.85933 0.055
H -0.84806 4.02670 1.39152 0.073
H -1.77947 5.19975 2.33099 0.090
H -1.91038 6.58781 0.38662 0.116
H -2.05989 5.06959 -0.30177 0.095
H -0.40842 6.34000 -1.33969 0.100
C 1.30881 6.41401 3.88848 -0.066
C 2.30608 5.22489 3.77951 -0.366
O 1.95926 4.20518 4.61820 -0.046
H 1.48464 7.00232 4.78907 0.075
H 0.27597 6.06584 3.87741 0.056
H 1.37673 7.09859 3.04300 0.052
H 3.32426 5.57671 3.94574 0.108
H 2.30776 4.92001 2.73302 0.071
H 2.71262 3.63225 4.77881 0.092
C -5.14180 -1.46888 0.06761 -0.072
C -4.03793 -1.32318 1.10259 -0.308
O -3.23165 -0.18899 0.85766 -0.092
H -5.56720 -2.46696 -0.03718 0.075
H -4.82395 -1.13977 -0.92171 0.046
H -5.95787 -0.76513 0.23154 0.071
H -3.38310 -2.18649 0.98425 0.088
H -4.48966 -1.33210 2.09453 0.109
H -2.31689 -0.46371 0.95429 0.016
C -3.76302 1.29905 -5.86607 -0.053
C -2.39812 0.51395 -5.90042 -0.287
O -2.19952 0.06319 -4.61674 -0.121
H -4.11988 1.56584 -6.86084 0.072
H -3.49096 2.22195 -5.35388 0.045
H -4.52910 0.80693 -5.26688 0.068
H -1.66818 1.30398 -6.07683 0.089
H -2.28903 -0.33445 -6.57601 0.123
H -2.16553 0.84262 -4.05734 0.044
C 1.71115 -0.95876 -4.10765 -0.085
C 0.99875 -0.46996 -5.35917 -0.293
O 1.69025 -0.86732 -6.55113 -0.069
H 1.45903 -0.31541 -3.26467 0.073
H 2.78210 -1.07851 -4.27145 0.070
H 1.47687 -1.99579 -3.86722 0.058
H 0.94033 0.61382 -5.25858 0.100
H -0.02087 -0.85346 -5.32178 0.086
H 1.89816 -1.80166 -6.47776 0.077
O 0.24925 3.26787 -1.90525 -0.042
H 1.18675 3.15152 -1.75105 0.016
H 0.06154 4.15101 -1.58735 0.010



Calculated values (eV/A) of max |F| for the records, taken in order: 3.110; 2.815.